1.
255
Properties=species:S:1:pos:R:3 method="wB97M-V/def2-TZVPD" largest_force_ev_per_a=4.80 relative_energy_kj_mol=672.90 lumo_ha=-0.416 charge=+7 energy_ev=-138832.1357 spin_multiplicity=1
C -1.723 -0.512 0.509
F -2.808 0.347 0.491
F -1.838 -1.427 1.424
F -1.629 -1.053 -0.774
S -0.139 0.566 0.971
O -0.393 1.904 0.374
O 0.062 0.566 2.448
N 1.055 -0.449 0.247
S 2.255 0.578 0.214
O 2.179 1.533 -0.891
O 2.718 1.184 1.528
C 3.733 -0.624 -0.196
F 4.890 -0.180 0.346
F 3.565 -1.869 0.246
F 3.928 -0.679 -1.545
C 0.899 2.944 -4.295
C 1.614 1.503 -4.524
C 0.709 0.374 -3.846
N 0.836 -1.067 -4.268
C 0.583 -1.210 -5.769
C 0.328 -2.718 -6.151
C -0.628 -3.459 -5.136
C -0.168 -3.355 -3.743
C -0.118 -1.925 -3.321
C 2.299 -1.478 -4.058
H -0.159 2.868 -4.550
H 1.368 3.797 -4.785
H 0.783 3.054 -3.217
H 2.616 1.462 -4.097
H 1.792 1.392 -5.594
H -0.364 0.516 -3.973
H 0.939 0.268 -2.786
H -0.207 -0.471 -5.904
H 1.473 -0.965 -6.348
H -0.013 -2.882 -7.173
H 1.284 -3.242 -6.174
H -1.680 -3.177 -5.145
H -0.707 -4.464 -5.551
H -0.918 -3.894 -3.164
H 0.771 -3.860 -3.514
H -1.031 -1.370 -3.106
H 0.451 -1.900 -2.392
H 2.538 -1.172 -3.040
H 2.919 -0.961 -4.791
H 2.190 -2.559 -4.137
C -11.172 3.272 -1.570
C -10.217 2.182 -2.052
C -8.810 2.688 -2.464
N -7.985 1.623 -3.314
C -6.592 2.113 -3.631
C -5.640 2.120 -2.376
C -5.773 0.891 -1.497
C -7.167 0.225 -1.408
C -7.880 0.130 -2.742
C -8.685 1.484 -4.705
H -12.013 2.832 -1.035
H -11.470 3.988 -2.336
H -10.649 3.987 -0.935
H -10.788 1.835 -2.913
H -10.137 1.331 -1.376
H -8.176 2.834 -1.589
H -8.953 3.595 -3.051
H -6.710 3.023 -4.219
H -6.188 1.431 -4.380
H -6.049 2.946 -1.794
H -4.627 2.382 -2.682
H -5.301 1.081 -0.534
H -5.110 0.150 -1.944
H -7.760 0.607 -0.577
H -7.073 -0.761 -0.954
H -8.885 -0.292 -2.723
H -7.344 -0.384 -3.540
H -8.185 0.884 -5.465
H -8.969 2.499 -4.982
H -9.606 0.963 -4.445
C -1.066 0.091 5.953
C -0.226 -1.035 5.360
C 1.307 -0.633 5.091
N 2.223 -1.718 4.455
C 3.573 -0.981 4.085
C 4.380 -0.599 5.362
C 4.613 -1.731 6.413
C 3.361 -2.491 6.724
C 2.610 -2.929 5.402
C 1.704 -2.305 3.091
H -1.054 0.998 5.349
H -0.525 0.335 6.868
H -2.094 -0.258 6.047
H -0.698 -1.218 4.395
H -0.294 -1.928 5.982
H 1.882 -0.213 5.916
H 1.293 0.260 4.465
H 3.223 -0.185 3.427
H 4.100 -1.626 3.382
H 3.931 0.239 5.895
H 5.350 -0.184 5.086
H 4.994 -1.305 7.342
H 5.416 -2.339 5.996
H 2.794 -1.789 7.334
H 3.521 -3.416 7.277
H 1.757 -3.553 5.671
H 3.239 -3.577 4.792
H 1.541 -1.575 2.298
H 0.768 -2.712 3.473
H 2.271 -3.163 2.730
C 7.354 -2.227 -3.914
C 7.426 -3.412 -2.995
C 7.072 -2.974 -1.565
N 7.082 -4.176 -0.567
C 6.189 -3.830 0.686
C 6.848 -2.754 1.549
C 8.329 -3.001 1.873
C 9.175 -3.534 0.756
C 8.501 -4.564 -0.182
C 6.591 -5.469 -1.227
H 7.936 -2.389 -4.822
H 7.847 -1.385 -3.428
H 6.374 -1.873 -4.233
H 8.462 -3.744 -2.931
H 6.864 -4.198 -3.500
H 5.995 -2.807 -1.521
H 7.702 -2.156 -1.215
H 5.192 -3.512 0.380
H 6.156 -4.774 1.228
H 6.561 -1.773 1.170
H 6.331 -2.724 2.508
H 8.843 -2.143 2.307
H 8.332 -3.709 2.702
H 9.651 -2.626 0.385
H 10.031 -3.993 1.250
H 9.093 -4.730 -1.082
H 8.512 -5.513 0.354
H 7.078 -5.668 -2.182
H 5.573 -5.145 -1.444
H 6.680 -6.253 -0.476
C -4.030 -2.845 -2.794
C -4.468 -2.618 -4.313
C -5.340 -3.764 -4.723
N -5.902 -3.608 -6.181
C -6.874 -4.736 -6.531
C -6.195 -6.087 -6.582
C -5.061 -6.054 -7.536
C -4.097 -4.959 -7.368
C -4.757 -3.612 -7.317
C -6.711 -2.352 -6.426
H -4.774 -3.048 -2.024
H -3.250 -2.148 -2.489
H -3.416 -3.744 -2.735
H -3.633 -2.312 -4.945
H -5.300 -1.922 -4.208
H -6.280 -3.805 -4.173
H -4.772 -4.692 -4.792
H -7.685 -4.694 -5.803
H -7.189 -4.544 -7.556
H -5.944 -6.492 -5.602
H -6.830 -6.795 -7.116
H -4.579 -7.011 -7.733
H -5.403 -6.045 -8.572
H -3.361 -5.038 -6.567
H -3.395 -4.980 -8.202
H -4.053 -2.841 -7.004
H -5.046 -3.364 -8.339
H -7.235 -2.353 -7.382
H -6.008 -1.521 -6.488
H -7.348 -2.358 -5.541
C -4.228 0.946 4.741
C -4.021 -0.265 3.910
C -5.289 -1.254 3.896
N -5.064 -2.766 3.965
C -6.470 -3.460 4.287
C -7.319 -3.398 3.072
C -6.664 -4.172 1.838
C -5.414 -3.439 1.534
C -4.535 -3.446 2.740
C -4.169 -3.028 5.205
H -4.346 0.740 5.804
H -5.125 1.438 4.366
H -3.422 1.675 4.667
H -3.088 -0.753 4.192
H -4.019 0.102 2.884
H -5.811 -1.020 2.968
H -6.021 -0.995 4.662
H -7.059 -2.863 4.983
H -6.374 -4.464 4.698
H -7.572 -2.376 2.791
H -8.292 -3.847 3.271
H -7.339 -4.196 0.982
H -6.369 -5.187 2.103
H -5.700 -2.412 1.309
H -4.821 -3.771 0.681
H -3.589 -2.922 2.601
H -4.173 -4.445 2.983
H -4.825 -2.794 6.042
H -3.161 -2.614 5.163
H -3.928 -4.086 5.311
C 2.949 2.796 5.255
C 2.316 4.155 5.019
C 0.837 3.981 4.601
N 0.171 5.360 4.304
C 0.863 6.132 3.149
C 0.852 5.293 1.841
C -0.619 4.767 1.461
C -1.393 4.170 2.678
C -1.308 5.137 3.873
C 0.221 6.182 5.621
H 2.566 2.298 6.146
H 3.958 3.047 5.581
H 3.061 2.205 4.346
H 2.894 4.709 4.278
H 2.355 4.733 5.943
H 0.247 3.486 5.373
H 0.872 3.379 3.693
H 1.853 6.506 3.412
H 0.389 7.089 2.932
H 1.513 4.440 1.994
H 1.312 5.895 1.057
H -0.680 4.176 0.547
H -1.110 5.647 1.045
H -1.158 3.108 2.750
H -2.383 4.221 2.223
H -1.784 4.713 4.757
H -1.779 6.077 3.586
H -0.124 5.427 6.328
H -0.539 6.952 5.496
H 1.231 6.502 5.877
C 5.427 2.912 0.650
C 5.527 4.430 0.764
C 6.717 5.120 0.068
N 7.082 6.547 0.502
C 8.282 7.046 -0.303
C 9.663 6.268 0.170
C 9.766 6.080 1.783
C 8.446 5.728 2.434
C 7.328 6.669 2.004
C 5.861 7.453 0.150
H 4.497 2.502 0.256
H 5.550 2.465 1.637
H 6.254 2.578 0.023
H 5.564 4.591 1.841
H 4.641 4.962 0.415
H 6.659 5.075 -1.020
H 7.623 4.581 0.344
H 8.105 6.929 -1.373
H 8.441 8.111 -0.136
H 9.726 5.270 -0.264
H 10.488 6.909 -0.142
H 10.517 5.350 2.086
H 10.050 6.960 2.361
H 8.167 4.678 2.353
H 8.575 5.765 3.516
H 6.442 6.326 2.538
H 7.559 7.723 2.155
H 5.392 7.063 -0.754
H 6.051 8.525 0.100
H 5.144 7.221 0.937

2.
21
Properties=species:S:1:pos:R:3 method="wB97M-V/def2-TZVPD" largest_force_ev_per_a=4.15 relative_energy_kj_mol=89.12 lumo_ha=-0.175 charge=+1 energy_ev=-32516.5070 spin_multiplicity=1
C -1.427 0.694 0.108
C 0.628 -0.174 -0.864
C 1.533 -1.495 1.388
C 0.115 -0.835 1.418
C 2.524 -0.751 0.445
C -2.685 1.939 -1.566
N -0.132 -0.093 0.212
N -1.549 1.248 -1.096
N 1.846 -0.764 -0.821
S -2.559 0.549 1.285
S -0.257 1.088 -2.270
H 1.873 -1.650 2.431
H 1.518 -2.527 0.912
H -0.731 -1.595 1.445
H 0.007 -0.040 2.255
H 2.512 0.312 0.712
H 3.530 -1.302 0.462
H -2.522 3.007 -1.827
H -3.282 1.359 -2.212
H -3.351 2.091 -0.740
H 2.409 -1.061 -1.677